Record 1
{"formula": "C26H31N3O8", "method": "wB97M-V/def2-TZVPD", "species": ["C", "O", "C", "C", "N", "C", "O", "C", "H", "C", "C", "N", "C", "O", "N", "C", "C", "C", "C", "C", "C", "H", "O", "C", "H", "H", "H", "O", "C", "H", "H", "H", "H", "C", "O", "C", "C", "O", "C", "C", "C", "C", "C", "C", "H", "H", "H", "O", "C", "H", "H", "H", "H", "H", "H", "H", "H", "H", "H", "H", "H", "H", "H", "H", "H", "H", "H", "H"], "coordinates": [[-5.2028, -0.0975, 2.1542], [-5.5763, -0.1496, 0.7936], [-4.8687, -1.0833, 0.0234], [-3.3803, -0.7374, -0.1721], [-3.2129, 0.6123, -0.6474], [-2.7699, 1.6083, 0.1506], [-2.3459, 1.3988, 1.2727], [-2.8590, 2.9925, -0.4701], [-3.8217, 3.4094, -0.1616], [-1.7328, 3.9095, 0.0067], [-0.3970, 3.5527, -0.6462], [-0.0206, 2.1824, -0.3268], [0.4578, 1.9752, 0.9490], [0.7293, 2.9004, 1.6853], [0.6561, 0.6685, 1.3350], [0.3832, -0.3974, 0.5073], [-0.0165, -0.1577, -0.8057], [-0.2470, -1.2272, -1.6808], [-0.0879, -2.5282, -1.2684], [0.2916, -2.7772, 0.0789], [0.5134, -1.7207, 0.9411], [0.7896, -1.9242, 1.9596], [0.4106, -4.0795, 0.4154], [0.7923, -4.4107, 1.7310], [0.8506, -5.4974, 1.7520], [1.7689, -3.9898, 1.9879], [0.0503, -4.0740, 2.4614], [-0.2760, -3.6327, -2.0397], [-0.6278, -3.4409, -3.3883], [-0.7001, -4.4390, -3.8169], [-1.5936, -2.9341, -3.4850], [0.1349, -2.8681, -3.9250], [-0.5503, -0.9729, -2.6835], [-0.2650, 1.1989, -1.2669], [-0.6724, 1.4761, -2.3817], [1.2101, 0.4543, 2.6542], [2.5055, -0.3490, 2.6333], [2.7915, -1.1029, 3.5340], [3.3388, -0.1824, 1.4191], [3.4761, 1.0451, 0.7885], [4.2060, 1.1520, -0.3954], [4.7962, 0.0150, -0.9403], [4.6764, -1.2034, -0.2906], [3.9624, -1.3103, 0.8843], [3.8664, -2.2568, 1.3929], [5.1498, -2.0762, -0.7145], [5.3565, 0.0675, -1.8603], [4.2684, 2.3969, -0.9318], [4.9734, 2.5827, -2.1361], [4.8866, 3.6433, -2.3654], [4.5344, 1.9998, -2.9520], [6.0310, 2.3220, -2.0273], [3.0551, 1.9470, 1.2027], [0.4852, -0.0356, 3.3120], [1.4161, 1.4499, 3.0673], [-0.4646, 3.6158, -1.7338], [0.3880, 4.2153, -0.2770], [-1.9694, 4.9461, -0.2357], [-1.6332, 3.8174, 1.0895], [-2.8471, 2.9139, -1.5582], [-3.5950, 0.8355, -1.5523], [-2.8424, -0.8044, 0.7760], [-2.9375, -1.4448, -0.8790], [-4.9384, -2.0894, 0.4657], [-5.3757, -1.0871, -0.9460], [-5.2215, -1.0977, 2.6031], [-5.9429, 0.5323, 2.6439], [-4.2106, 0.3430, 2.2900]], "nbo_charge": [-0.266, -0.536, -0.064, -0.268, -0.612, 0.701, -0.672, -0.510, 0.240, -0.406, -0.224, -0.472, 0.840, -0.643, -0.437, 0.311, -0.235, -0.254, 0.298, 0.311, -0.379, 0.238, -0.472, -0.255, 0.205, 0.183, 0.180, -0.494, -0.251, 0.202, 0.173, 0.178, 0.249, 0.694, -0.632, -0.347, 0.582, -0.531, -0.152, -0.258, 0.382, -0.301, -0.193, -0.195, 0.223, 0.217, 0.219, -0.504, -0.254, 0.203, 0.178, 0.176, 0.237, 0.232, 0.291, 0.233, 0.231, 0.215, 0.240, 0.221, 0.399, 0.233, 0.205, 0.166, 0.180, 0.159, 0.193, 0.195], "smiles": "COCCNC(=O)CCCn1c(=O)c2cc(OC)c(OC)cc2n(CC(=O)c2cccc(OC)c2)c1=O", "spin_multiplicity": 1}

Record 2
{"formula": "C26H31N4O2RuS3", "method": "wB97M-V/def2-TZVPD", "species": ["Ru", "O", "N", "C", "C", "C", "C", "C", "S", "H", "H", "H", "H", "S", "C", "C", "C", "C", "C", "C", "S", "H", "H", "H", "H", "C", "C", "C", "C", "C", "N", "H", "H", "H", "H", "H", "H", "H", "H", "H", "C", "C", "N", "C", "C", "C", "O", "C", "C", "C", "C", "N", "C", "H", "H", "H", "H", "H", "H", "H", "H", "H", "H", "H", "H", "H", "H"], "coordinates": [[1.0134, 0.4638, -0.7547], [1.5192, -0.0447, 1.2780], [2.5303, 0.7021, 1.7299], [2.5799, 0.9108, 3.0601], [3.6149, 1.5814, 3.6506], [4.6407, 2.0650, 2.8300], [4.5630, 1.8739, 1.4764], [3.4775, 1.2042, 0.8771], [3.3131, 1.0297, -0.8114], [1.7361, 0.4952, 3.5902], [3.6125, 1.7345, 4.7197], [5.4786, 2.6012, 3.2568], [5.3217, 2.2563, 0.8084], [0.5937, 1.0850, -2.9887], [0.7364, 2.8379, -2.9421], [0.7993, 3.5652, -4.1341], [0.8766, 4.9487, -4.1407], [0.8954, 5.6393, -2.9337], [0.8348, 4.9340, -1.7427], [0.7524, 3.5391, -1.7186], [0.6094, 2.7022, -0.1823], [0.7913, 3.0154, -5.0693], [0.9328, 5.4838, -5.0821], [0.9662, 6.7213, -2.9197], [0.8539, 5.4619, -0.7953], [-3.3870, 0.5898, -3.2027], [-3.1738, 1.2813, -1.8509], [-4.4145, 1.1569, -0.9597], [-2.7954, 2.7552, -2.0647], [-2.0401, 0.6382, -1.1789], [-1.1173, 0.2068, -0.6512], [-4.2318, 1.0577, -3.7125], [-3.6008, -0.4722, -3.0729], [-2.4889, 0.6963, -3.8113], [-5.2475, 1.6777, -1.4360], [-4.2364, 1.6092, 0.0159], [-4.6964, 0.1125, -0.8172], [-3.5790, 3.2339, -2.6565], [-1.8469, 2.8295, -2.5961], [-2.6879, 3.2739, -1.1121], [-1.1812, -1.4085, 2.8087], [-0.1355, -2.5121, 2.7899], [-0.6271, -3.7639, 2.2127], [-1.6472, -4.4870, 2.9616], [-3.0191, -4.4210, 2.3033], [-0.1180, -4.3900, 1.1187], [-0.4673, -5.5224, 0.8038], [0.8949, -3.6419, 0.3051], [2.1858, -4.1194, 0.1504], [3.0682, -3.3830, -0.6251], [2.6433, -2.1911, -1.1826], [1.4037, -1.7172, -1.0299], [0.5440, -2.4589, -0.3291], [-0.7402, -0.4959, 3.2082], [-2.0458, -1.6781, 3.4206], [-1.5198, -1.1792, 1.7987], [0.1992, -2.7313, 3.8115], [0.7309, -2.1608, 2.2383], [-1.6815, -4.0525, 3.9622], [-1.3350, -5.5288, 3.0540], [-3.3497, -3.3873, 2.1974], [-3.7553, -4.9604, 2.9027], [-2.9777, -4.8780, 1.3158], [2.4852, -5.0433, 0.6288], [4.0893, -3.7067, -0.7747], [3.3142, -1.5742, -1.7646], [-0.4580, -2.0609, -0.2417]], "nbo_charge": [0.140, -0.596, 0.007, 0.039, -0.302, -0.192, -0.233, 0.035, -0.024, 0.216, 0.214, 0.208, 0.226, -0.229, -0.085, -0.277, -0.257, -0.259, -0.229, -0.229, -0.173, 0.200, 0.190, 0.190, 0.201, -0.592, -0.172, -0.583, -0.595, 0.459, -0.367, 0.200, 0.205, 0.251, 0.206, 0.219, 0.207, 0.197, 0.258, 0.227, -0.619, -0.221, -0.431, -0.213, -0.616, 0.670, -0.643, -0.176, -0.137, -0.265, 0.074, -0.393, 0.081, 0.226, 0.188, 0.227, 0.177, 0.253, 0.189, 0.215, 0.205, 0.202, 0.227, 0.217, 0.216, 0.227, 0.220], "charge": -1, "spin_multiplicity": 1}

Record 3
{"formula": "C26H31N4O2RuS3", "method": "wB97M-V/def2-TZVPD", "species": ["Ru", "O", "N", "C", "C", "C", "C", "C", "S", "H", "H", "H", "H", "S", "C", "C", "C", "C", "C", "C", "S", "H", "H", "H", "H", "C", "C", "C", "C", "C", "N", "H", "H", "H", "H", "H", "H", "H", "H", "H", "C", "C", "N", "C", "C", "C", "O", "C", "C", "C", "C", "N", "C", "H", "H", "H", "H", "H", "H", "H", "H", "H", "H", "H", "H", "H", "H"], "coordinates": [[0.1920, 0.1581, 1.1682], [0.0644, 2.2341, 0.5960], [0.0465, 3.1219, 1.5843], [0.2100, 4.4140, 1.2187], [0.1678, 5.4356, 2.1227], [-0.0450, 5.1171, 3.4717], [-0.1973, 3.8073, 3.8301], [-0.1546, 2.7566, 2.8840], [-0.3235, 1.1168, 3.2915], [0.3723, 4.5391, 0.1589], [0.3003, 6.4521, 1.7833], [-0.0789, 5.8956, 4.2229], [-0.3502, 3.5193, 4.8607], [0.7169, -0.8479, -0.9374], [2.3249, -1.4879, -0.6062], [2.8645, -2.4941, -1.4104], [4.1343, -3.0069, -1.1833], [4.8939, -2.5086, -0.1301], [4.3700, -1.5088, 0.6774], [3.0925, -0.9840, 0.4623], [2.4855, 0.3165, 1.4818], [2.2616, -2.8758, -2.2277], [4.5250, -3.7914, -1.8216], [5.8853, -2.9010, 0.0672], [4.9512, -1.1158, 1.5047], [1.8299, -4.6061, 1.5764], [0.7950, -4.1096, 2.5954], [1.3990, -4.0772, 4.0045], [-0.4555, -4.9960, 2.5739], [0.4218, -2.7392, 2.2150], [0.2728, -1.6594, 1.8587], [2.1531, -5.6129, 1.8521], [2.6991, -3.9471, 1.5529], [1.4039, -4.6317, 0.5734], [1.7851, -5.0672, 4.2558], [0.6481, -3.7939, 4.7431], [2.2153, -3.3570, 4.0553], [-0.1956, -5.9998, 2.9173], [-0.8586, -5.0703, 1.5633], [-1.2293, -4.5952, 3.2299], [0.2129, 2.3032, -2.7829], [-0.8088, 1.3758, -3.4179], [-2.1634, 1.9330, -3.4761], [-2.4313, 2.9748, -4.4597], [-2.5204, 4.3650, -3.8427], [-3.2039, 1.5248, -2.7157], [-4.3379, 1.9729, -2.8586], [-2.9323, 0.4887, -1.6631], [-3.3993, -0.8087, -1.8049], [-3.1705, -1.7089, -0.7819], [-2.4665, -1.2838, 0.3327], [-2.0102, -0.0410, 0.4858], [-2.2602, 0.8276, -0.4995], [1.1695, 1.7857, -2.7125], [-0.0731, 2.5676, -1.7647], [0.3435, 3.2165, -3.3709], [-0.8257, 0.4316, -2.8785], [-0.5150, 1.1442, -4.4467], [-3.3714, 2.7394, -4.9608], [-1.6285, 2.9330, -5.1977], [-3.3382, 4.3980, -3.1241], [-2.7098, 5.1127, -4.6158], [-1.5936, 4.6238, -3.3303], [-3.9274, -1.1023, -2.7039], [-3.5040, -2.7353, -0.8500], [-2.2486, -1.9664, 1.1446], [-1.8793, 1.8288, -0.3411]], "nbo_charge": [0.175, -0.571, 0.006, 0.037, -0.301, -0.197, -0.231, 0.017, -0.078, 0.225, 0.216, 0.208, 0.224, -0.258, -0.188, -0.236, -0.264, -0.277, -0.194, -0.208, -0.121, 0.201, 0.192, 0.192, 0.198, -0.592, -0.144, -0.587, -0.586, 0.341, -0.230, 0.196, 0.246, 0.227, 0.201, 0.211, 0.233, 0.203, 0.216, 0.211, -0.638, -0.209, -0.427, -0.212, -0.617, 0.667, -0.649, -0.168, -0.131, -0.261, 0.078, -0.411, 0.079, 0.245, 0.238, 0.180, 0.246, 0.180, 0.213, 0.190, 0.226, 0.200, 0.206, 0.215, 0.213, 0.203, 0.232], "charge": -1, "spin_multiplicity": 1}

One value per record, in order, for energy above the lowest of the compared OMol25 structures with the same formula, charge and spin: 7.7 53.8 36.4 kJ/mol.